A structure of composition C37H44N5SSeTc at a distorted geometry. Source: the OMol25 dataset; level of theory: ωB97M-V/def2-TZVPD.

Element x y z (Å)
Tc -0.224 -0.277 0.622
C 2.360 0.578 2.802
C 1.013 0.662 3.441
C 0.985 1.094 4.788
C -0.193 1.250 5.436
C -1.395 0.990 4.743
C -2.655 1.172 5.357
C -3.803 0.927 4.659
C -3.724 0.486 3.330
C -2.510 0.295 2.714
S -2.442 -0.306 1.078
C -1.307 0.550 3.410
N -0.093 0.374 2.768
H 3.011 1.337 3.232
H 2.317 0.716 1.732
H 2.815 -0.393 3.015
H 1.926 1.306 5.274
H -0.232 1.587 6.463
H -2.687 1.513 6.383
H -4.770 1.068 5.120
H -4.632 0.285 2.776
C 0.206 -3.020 2.045
N 0.819 -1.941 1.251
C 2.063 -2.050 0.865
C 2.567 -1.059 0.021
C 3.771 -0.852 -0.658
C 3.607 0.330 -1.368
C 2.313 0.804 -1.090
N 1.685 -0.021 -0.250
C -0.355 -4.091 1.141
C 0.436 -5.176 0.781
C -0.027 -6.119 -0.125
C -1.292 -5.985 -0.678
C -2.093 -4.911 -0.314
C -1.629 -3.970 0.594
H -0.572 -2.584 2.672
H 0.971 -3.446 2.700
H 2.660 -2.902 1.182
H 4.641 -1.486 -0.633
H 4.329 0.806 -2.009
H 1.833 1.700 -1.453
H 1.422 -5.291 1.217
H 0.595 -6.963 -0.390
H -1.660 -6.726 -1.376
H -3.090 -4.813 -0.724
H -2.257 -3.138 0.880
C -3.809 -1.382 -2.601
C -2.624 -1.007 -3.485
N -1.452 -1.867 -3.295
C -1.192 -2.863 -4.337
C -2.041 -4.115 -4.197
C -0.697 -1.776 -2.192
C 0.412 -2.756 -2.012
N -0.905 -0.845 -1.288
H -4.662 -0.749 -2.843
H -3.592 -1.258 -1.540
H -4.098 -2.419 -2.765
H -2.336 0.038 -3.336
H -2.905 -1.087 -4.534
H -0.133 -3.110 -4.336
H -1.388 -2.378 -5.295
H -1.910 -4.564 -3.211
H -1.754 -4.849 -4.949
H -3.099 -3.894 -4.334
H 1.259 -2.484 -2.645
H 0.093 -3.768 -2.257
H 0.731 -2.740 -0.981
H -1.677 -0.246 -1.545
C 2.775 7.310 -1.958
C 2.000 6.144 -1.411
C 2.513 5.355 -0.389
C 1.810 4.284 0.126
C 2.425 3.466 1.226
C 0.537 3.987 -0.402
Se -0.478 2.570 0.326
C 0.004 4.767 -1.441
C -1.342 4.519 -2.076
C 0.749 5.831 -1.917
H 3.736 7.421 -1.458
H 2.215 8.238 -1.831
H 2.957 7.186 -3.026
H 3.490 5.587 0.018
H 3.390 3.880 1.515
H 2.573 2.436 0.904
H 1.775 3.438 2.104
H -1.877 3.692 -1.616
H -1.216 4.303 -3.139
H -1.960 5.414 -2.002
H 0.334 6.437 -2.716

## Properties
**Total charge**: +1
**Highest occupied orbital energy (spin up / spin down)**: -9.881 / -9.737 eV
**Gap between HOMO and LUMO (spin up / spin down)**: 5.46 / 5.20 eV
**Energy above the lowest of the compared OMol25 structures with the same formula, charge and spin**: 0.00 kJ/mol
**LUMO (spin up / spin down)**: -4.418 / -4.533 eV
**2S+1**: 2
**Maximum force**: 2.11 eV/Å